# 1
A cluster of 2 separate species, C4H13N2O in total in a non-equilibrium geometry. Source: OMol25; level of theory: ωB97M-V/def2-TZVPD.

Geometry as XYZ:
```
20
Properties=species:S:1:pos:R:3:lowdin_charge:R:1
C 0.944 2.550 0.992 -0.094
C 1.510 1.310 0.268 -0.151
C 0.480 0.267 -0.126 -0.311
C 0.867 -0.981 -0.493 -0.088
N 0.037 -2.081 -1.009 0.182
N -0.798 0.705 -0.311 0.151
H 0.852 2.317 2.060 0.087
H -0.042 2.979 0.828 0.061
H 1.577 3.430 0.867 0.087
H 2.083 0.908 1.107 0.120
H 2.197 1.564 -0.531 0.125
H 1.867 -1.261 -0.195 0.117
H 0.238 -2.929 -0.473 0.171
H -0.940 -1.822 -0.795 0.092
H 0.202 -2.264 -2.002 0.174
H -1.559 0.101 -0.559 0.085
H -0.956 1.643 -0.026 0.075
H -3.168 -1.535 0.536 0.071
H -2.906 -2.810 -0.307 0.071
O -2.487 -2.093 0.167 -0.024
```

As for the HOMO energy: -12.44 eV. For the energy above the lowest of the compared OMol25 structures with the same formula, charge and spin, the calculation gives 45.3 kcal per mole. The frontier orbital gap comes out at 9.155 eV. The lowest unoccupied orbital energy is -0.1207 Ha. As for the net charge: +1.

# 2
An isolated molecule of C4H4F2O in a non-equilibrium geometry. Source: OMol25; level of theory: ωB97M-V/def2-TZVPD.

Geometry as XYZ:
```
11
Properties=species:S:1:pos:R:3:lowdin_charge:R:1
C 0.541 1.231 -0.800 -0.067
C -0.584 0.655 -0.090 -0.068
C 1.555 0.576 -1.390 -0.340
C -1.327 -1.078 1.561 -0.013
O -0.390 -0.398 0.671 -0.169
F 2.344 1.073 -2.395 0.081
F 1.780 -0.708 -1.400 0.156
H 0.560 2.362 -1.097 0.148
H -1.515 -2.029 1.032 0.096
H -2.233 -0.477 1.463 0.087
H -0.732 -1.207 2.444 0.088
```

As for the HOMO energy (spin up / spin down): -8.12 / -8.11 eV. For the energy above the lowest of the compared OMol25 structures with the same formula, charge and spin, the calculation gives 88.0 kcal per mole. The frontier orbital gap (spin up / spin down) comes out at 8.339 / 8.338 eV. The lowest unoccupied orbital energy (spin up / spin down) is 0.0082 / 0.0082 Ha.

# 3
A structure of composition C24H29FeN4O2 in a non-equilibrium geometry. Source: OMol25; level of theory: ωB97M-V/def2-TZVPD.

Geometry as XYZ:
```
60
Properties=species:S:1:pos:R:3:mulliken_spin:R:1
Fe 0.795 -0.164 -0.180 1.072
C 1.869 2.593 0.970 0.006
C 1.996 1.874 2.302 0.002
C 0.747 1.126 2.720 0.006
N 0.343 0.059 1.805 -0.036
C -0.637 -0.720 2.218 -0.017
C -1.461 -0.408 3.315 0.032
C -2.301 -1.207 4.078 -0.011
C -2.497 -2.573 4.027 0.028
C -1.944 -3.423 3.079 -0.012
C -1.249 -3.131 1.922 0.029
C -0.829 -1.892 1.379 -0.011
N -0.440 -1.710 0.138 -0.051
C -0.539 -2.817 -0.824 -0.001
C 0.619 -2.785 -1.802 0.001
C 0.416 -1.728 -2.843 0.004
N 0.190 -0.461 -2.168 -0.022
C -0.754 0.339 -2.575 0.003
C -1.763 0.032 -3.530 0.003
C -2.510 0.873 -4.321 0.002
C -2.471 2.264 -4.417 0.005
C -1.803 3.101 -3.551 -0.001
C -1.133 2.804 -2.365 0.004
C -0.797 1.566 -1.803 0.001
N -0.381 1.390 -0.555 -0.044
C -0.639 2.473 0.389 0.007
C 0.575 3.354 0.748 -0.001
H 1.988 1.890 0.153 0.003
H 2.718 3.274 0.857 0.000
H 2.222 2.586 3.101 0.000
H 2.841 1.179 2.244 -0.002
H -0.061 1.849 2.864 -0.002
H 0.932 0.685 3.707 -0.001
H -1.434 0.632 3.612 0.004
H -2.830 -0.682 4.867 -0.001
H -3.117 -3.018 4.795 0.002
H -2.120 -4.482 3.241 -0.001
H -0.975 -3.995 1.337 0.004
H -1.505 -2.727 -1.336 -0.001
H -0.521 -3.792 -0.343 -0.003
H 0.759 -3.761 -2.275 0.001
H 1.520 -2.574 -1.236 -0.002
H -0.405 -1.997 -3.508 -0.001
H 1.316 -1.649 -3.465 0.000
H -1.962 -1.024 -3.657 0.000
H -3.192 0.371 -5.000 0.000
H -3.036 2.724 -5.218 0.000
H -1.855 4.159 -3.786 0.000
H -0.777 3.662 -1.810 0.002
H -1.053 1.984 1.265 -0.002
H -1.420 3.135 0.011 -0.001
H 0.300 3.955 1.622 0.000
H 0.753 4.055 -0.074 -0.001
C 4.572 -1.225 0.040 0.001
C 3.138 -0.821 -0.113 0.004
O 2.213 -1.495 0.419 -0.017
O 2.816 0.206 -0.758 0.016
H 4.646 -2.298 0.202 0.000
H 4.981 -0.717 0.916 0.000
H 5.145 -0.919 -0.832 -0.001
```

Its multiplicity is 2. As for the HOMO energy (spin up / spin down): -7.00 / -6.97 eV. The frontier orbital gap (spin up / spin down) comes out at 7.024 / 6.916 eV. The lowest unoccupied orbital energy (spin up / spin down) is 0.0009 / -0.0022 Ha.

# 4
A structure of composition C22H44N3OP3RuSe in a non-equilibrium geometry. Source: OMol25; level of theory: ωB97M-V/def2-TZVPD.

Geometry as XYZ:
```
75
Properties=species:S:1:pos:R:3:mulliken_spin:R:1
Ru 0.114 -0.088 0.308 2.354
P 0.618 1.838 1.582 -0.040
P -2.103 0.592 0.069 0.103
P 2.252 -0.029 -0.456 0.049
H -0.921 -1.206 -2.128 -0.003
C -0.022 -1.569 -1.620 0.057
C -0.029 -1.960 -0.261 0.068
H -0.959 -1.741 0.298 0.033
C 0.594 3.426 0.684 0.008
C -0.569 2.019 2.946 0.015
C 2.203 1.919 2.508 0.003
C -3.056 -0.240 -1.253 -0.007
C -3.118 0.186 1.557 0.053
C -2.491 2.343 -0.258 0.018
C 2.777 -1.012 -1.917 0.001
C 3.432 -0.709 0.765 0.064
C 2.996 1.552 -0.950 0.005
H 0.612 -2.223 -2.229 0.013
H 0.482 -2.860 0.115 0.000
H 1.013 4.226 1.307 0.000
H -0.424 3.703 0.407 -0.002
H 1.174 3.357 -0.241 -0.006
H -0.366 2.942 3.502 0.004
H -0.466 1.166 3.626 0.001
H -1.600 2.044 2.586 -0.005
H 2.342 2.935 2.901 -0.002
H 3.056 1.691 1.866 0.000
H 2.199 1.217 3.349 0.000
H -4.033 0.267 -1.261 0.001
H -3.203 -1.320 -1.078 0.000
H -2.560 -0.080 -2.221 0.003
H -3.837 0.990 1.759 0.002
H -2.492 0.049 2.444 -0.006
H -3.670 -0.744 1.383 0.007
H -3.490 2.413 -0.721 0.002
H -1.746 2.742 -0.961 -0.016
H -2.466 2.918 0.674 0.004
H 3.831 -0.794 -2.149 -0.001
H 2.145 -0.743 -2.772 -0.001
H 2.692 -2.099 -1.752 0.000
H 4.335 -1.002 0.224 0.005
H 3.013 -1.606 1.232 -0.003
H 3.752 -0.002 1.529 0.007
H 3.975 1.338 -1.392 -0.001
H 3.125 2.272 -0.138 0.004
H 2.376 2.001 -1.730 -0.007
C 0.413 2.078 -4.396 0.275
C 0.179 0.738 -4.028 0.003
C 0.518 -0.307 -4.886 0.114
C 1.103 -0.010 -6.125 0.226
C 1.262 1.326 -6.532 0.101
C 0.909 2.370 -5.679 0.009
Se 0.004 3.494 -3.201 0.141
H 1.421 3.631 -2.785 0.027
H -0.268 0.510 -3.053 0.091
H 0.316 -1.354 -4.611 0.010
H 1.412 -0.815 -6.789 -0.001
H 1.656 1.568 -7.518 0.005
H 1.016 3.417 -5.955 -0.002
C -2.976 -4.695 2.640 0.003
N -2.035 -3.645 3.055 0.013
C -1.933 -3.196 4.334 0.001
C -1.008 -2.231 4.627 0.006
C -0.242 -1.703 3.556 -0.002
N -0.640 -1.842 2.295 0.055
C -1.484 -2.899 2.030 0.004
O -1.760 -3.270 0.864 0.119
N 0.871 -0.972 3.825 0.007
H -3.125 -5.430 3.449 0.000
H -2.553 -5.202 1.756 0.001
H -3.944 -4.229 2.361 0.000
H -2.598 -3.647 5.063 0.001
H -0.764 -1.927 5.639 0.001
H 1.144 -0.922 4.804 -0.001
H 1.623 -0.957 3.126 0.003
```

Its multiplicity is 5. As for the HOMO energy (spin up / spin down): -19.43 / -19.37 eV. For the energy above the lowest of the compared OMol25 structures with the same formula, charge and spin, the calculation gives 66.6 kcal per mole. The frontier orbital gap (spin up / spin down) comes out at 7.693 / 4.141 eV. The lowest unoccupied orbital energy (spin up / spin down) is -0.4312 / -0.5597 Ha. As for the net charge: +4.